1.
{
  "formula": "C3H3N3S2",
  "method": "ωB97M-V/def2-TZVPD",
  "symbols": ["N", "N", "C", "C", "N", "S", "C", "S", "H", "H", "H"],
  "positions_angstrom": [[-2.02981, -0.30301, -0.00711], [-0.89908, -0.92608, -0.00425], [0.23580, -0.25651, -0.00627], [1.49044, -0.98417, 0.00137], [2.57544, -0.29183, -0.00524], [2.19122, 1.37171, -0.00093], [0.46615, 1.16885, -0.00618], [-0.62471, 2.42341, -0.00391], [-2.07751, 0.72332, 0.01917], [-2.85938, -0.88126, 0.02415], [1.53145, -2.04445, -0.01081]],
  "fmax_ha_per_bohr": 0.020,
  "smiles": "N/N=C1/C=NSC1=S",
  "homo_lumo_gap_ev": 7.5,
  "relative_energy_ev": 0.7835
}

2.
{
  "formula": "C27H66AlF3NO9S",
  "method": "ωB97M-V/def2-TZVPD",
  "symbols": ["C", "C", "O", "N", "C", "C", "C", "C", "C", "Al", "C", "S", "O", "O", "C", "F", "F", "F", "H", "H", "H", "H", "H", "H", "H", "H", "H", "H", "H", "H", "H", "H", "H", "H", "H", "H", "C", "C", "C", "O", "H", "H", "H", "H", "H", "H", "H", "H", "C", "C", "C", "O", "H", "H", "H", "H", "H", "H", "H", "H", "C", "C", "C", "O", "H", "H", "H", "H", "H", "H", "H", "H", "C", "C", "C", "O", "H", "H", "H", "H", "H", "H", "H", "H", "C", "C", "C", "O", "H", "H", "H", "H", "H", "H", "H", "H", "C", "C", "C", "O", "H", "H", "H", "H", "H", "H", "H", "H"],
  "positions_angstrom": [[-0.41180, -5.58332, 1.66528], [-1.67472, -5.39981, 2.72497], [-1.99238, -6.43918, 3.54157], [-2.47847, -4.08746, 2.78038], [-3.86937, -4.32852, 3.33547], [-1.81122, -3.10332, 3.75324], [-0.54527, -2.39419, 2.92425], [-0.13809, -0.91742, 3.57062], [0.23823, 0.20588, 2.39393], [-1.49932, 0.66465, 1.32152], [-1.70855, -0.46143, -0.38968], [-1.12372, 0.37711, -1.95913], [-0.46828, -0.75887, -2.83775], [-0.01876, 1.44296, -1.76167], [-1.76525, 2.68848, 1.04676], [-1.91318, 3.28082, 2.42822], [-3.06268, 3.00672, 0.34699], [-0.61682, 3.38890, 0.42711], [0.61343, -5.32385, 2.16962], [-0.40122, -6.72231, 1.37086], [-0.49991, -4.90323, 0.70782], [-4.55096, -3.45420, 2.89274], [-4.33250, -5.37528, 3.04742], [-3.81473, -4.14298, 4.49158], [-1.37966, -3.70235, 4.68784], [-2.57420, -2.28331, 4.13457], [0.37182, -3.14629, 2.92563], [-0.87276, -2.27141, 1.79584], [0.83220, -1.11006, 4.21999], [-1.00145, -0.54355, 4.29057], [0.55102, 1.20197, 2.96544], [1.06313, -0.17481, 1.64699], [-2.69810, 0.19911, 2.29680], [-1.09393, -1.47730, -0.28937], [-2.82893, -0.78530, -0.56871], [-2.23900, 0.82496, -2.70785], [0.66153, -3.49000, 8.03460], [1.45263, -2.37672, 7.36650], [2.43958, -1.74129, 8.33271], [0.55333, -1.38051, 6.88685], [0.07791, -3.10426, 8.87800], [-0.05332, -3.92976, 7.33094], [1.32429, -4.28031, 8.40069], [1.99113, -2.77651, 6.50027], [1.91902, -1.29352, 9.18669], [2.99306, -0.93363, 7.84173], [3.15565, -2.47916, 8.70776], [0.07080, -1.01991, 7.64923], [-3.21385, 5.50970, -2.62414], [-2.98049, 4.46182, -3.70076], [-1.52043, 4.04195, -3.75830], [-3.37033, 4.98960, -4.96594], [-2.62998, 6.41489, -2.82527], [-4.26651, 5.81136, -2.60257], [-2.93822, 5.12848, -1.63594], [-3.60792, 3.58563, -3.50377], [-0.87647, 4.89508, -3.99966], [-1.36508, 3.29663, -4.54576], [-1.19399, 3.61672, -2.80411], [-2.81843, 5.76802, -5.14917], [-7.64162, 1.28137, 2.10802], [-6.45457, 1.33121, 1.15932], [-6.61486, 2.43729, 0.12864], [-6.33047, 0.07810, 0.49185], [-8.57019, 1.07686, 1.56336], [-7.51830, 0.47284, 2.83645], [-7.75459, 2.22614, 2.64887], [-5.53341, 1.49098, 1.73039], [-7.50702, 2.27378, -0.48624], [-5.75916, 2.45332, -0.55490], [-6.69706, 3.41672, 0.61013], [-7.14396, -0.07214, -0.01782], [3.23077, -3.65615, -1.51588], [1.91199, -4.40830, -1.43412], [1.57701, -5.08475, -2.75382], [0.86976, -3.49844, -1.09190], [3.18566, -2.86758, -2.27539], [3.45285, -3.16421, -0.56288], [4.05587, -4.33173, -1.76218], [1.96545, -5.15962, -0.63860], [1.47324, -4.34685, -3.55725], [0.61942, -5.61186, -2.68391], [2.35252, -5.80316, -3.03726], [0.81502, -2.82768, -1.79275], [3.15737, 1.95132, -1.90031], [4.04919, 0.82641, -2.40114], [4.63374, 1.14887, -3.76705], [3.28988, -0.37681, -2.48449], [2.31186, 2.11250, -2.57844], [2.73393, 1.70008, -0.92199], [3.71645, 2.88789, -1.81014], [4.86022, 0.65319, -1.68531], [3.84059, 1.28158, -4.51141], [5.26341, 0.32522, -4.12036], [5.23708, 2.06138, -3.73288], [2.56742, -0.23230, -3.11793], [7.65423, 4.35363, -6.33963], [6.31675, 3.70654, -6.01709], [5.17906, 4.38301, -6.76504], [6.07671, 3.79191, -4.61483], [7.66088, 5.40843, -6.04286], [8.46202, 3.86452, -5.78485], [7.87554, 4.29026, -7.40961], [6.34925, 2.64350, -6.27989], [5.09791, 5.43887, -6.48337], [4.22123, 3.91489, -6.51373], [5.32614, 4.32055, -7.84779], [6.04626, 4.73234, -4.37243]],
  "fmax_ha_per_bohr": 0.157,
  "homo_lumo_gap_ev": 7.8,
  "relative_energy_ev": 6.1595,
  "charge": -1
}

3.
{
  "formula": "C35H41CaN8OS",
  "method": "ωB97M-V/def2-TZVPD",
  "symbols": ["Ca", "C", "C", "C", "C", "C", "C", "C", "C", "C", "C", "N", "C", "C", "C", "C", "C", "N", "H", "H", "H", "H", "H", "H", "H", "H", "H", "H", "H", "H", "H", "H", "H", "H", "H", "C", "C", "C", "C", "N", "C", "C", "C", "C", "C", "C", "N", "H", "H", "H", "H", "H", "H", "H", "H", "C", "C", "O", "N", "C", "C", "C", "C", "C", "C", "N", "H", "H", "H", "H", "H", "H", "H", "H", "H", "H", "C", "N", "C", "N", "S", "H", "H", "H", "H", "H", "H"],
  "positions_angstrom": [[-1.36009, -0.55363, -0.23590], [1.89140, 3.72469, 3.21665], [1.08319, 3.66076, 1.87460], [1.84581, 3.85579, 0.59469], [3.16790, 4.31958, 0.54541], [3.77093, 4.66220, -0.63843], [3.15012, 4.48973, -1.86118], [1.92916, 3.86518, -1.91355], [1.43976, 3.17565, -3.17885], [2.49874, 2.21291, -3.64830], [1.18491, 3.65633, -0.69434], [-0.05019, 3.15465, -0.58863], [-1.07372, 3.26772, -1.38986], [-2.28489, 2.57365, -1.24224], [-3.49925, 3.21463, -1.63245], [-4.57525, 2.45592, -1.13398], [-3.99684, 1.37739, -0.50800], [-2.62391, 1.45492, -0.52175], [1.26557, 4.05643, 4.03584], [2.76331, 4.36606, 3.15915], [2.25383, 2.70962, 3.46021], [0.23092, 4.35524, 1.87048], [0.65064, 2.65166, 1.73314], [3.66467, 4.36137, 1.51978], [4.70347, 5.23039, -0.65321], [3.61774, 4.81401, -2.78700], [1.30055, 3.93984, -3.93219], [0.44067, 2.80883, -2.97422], [3.28954, 2.70480, -4.20330], [2.07386, 1.52118, -4.39027], [2.85784, 1.49888, -2.82538], [-1.15000, 3.99961, -2.20981], [-3.50113, 4.20087, -2.05716], [-5.62613, 2.61450, -1.31216], [-4.49772, 0.71908, 0.13997], [0.08947, 0.30303, 4.27090], [-1.14141, 0.52745, 4.88266], [-2.32553, 0.09880, 4.26832], [-2.18176, -0.58932, 3.04675], [-1.03531, -0.36205, 2.29866], [0.12586, -0.06099, 2.93760], [-3.19165, -1.47203, 2.48139], [-4.09000, -2.12772, 3.33744], [-5.02444, -3.04369, 2.85294], [-5.11433, -3.24197, 1.41378], [-4.22728, -2.49278, 0.63192], [-3.28643, -1.68019, 1.10169], [1.05619, 0.30910, 4.79956], [-1.21030, 0.99945, 5.86043], [-3.34089, 0.44982, 4.67955], [1.05012, -0.12304, 2.34187], [-4.07488, -2.00173, 4.41000], [-5.62714, -3.72563, 3.52450], [-5.82512, -3.90809, 0.92551], [-4.19989, -2.67394, -0.43583], [-1.13633, -0.92020, -4.69805], [-1.13761, -1.77010, -3.43381], [-1.67974, -1.36739, -2.31092], [-0.73073, -3.02774, -3.60674], [-1.16759, -4.10582, -2.67003], [-0.13652, -4.29642, -1.57442], [1.14273, -4.81593, -1.74709], [1.80922, -5.33567, -0.66842], [1.19862, -5.12784, 0.58970], [0.06336, -4.32226, 0.69796], [-0.60664, -3.87221, -0.34526], [-0.30534, -1.31427, -5.30710], [-0.94984, 0.14808, -4.38044], [-2.13397, -0.93929, -5.20272], [-0.31074, -3.17893, -4.53990], [-1.37190, -5.03668, -3.31760], [-2.11958, -3.83849, -2.17144], [1.49906, -4.85328, -2.78128], [2.69950, -5.95806, -0.77817], [1.50813, -5.69844, 1.43685], [-0.30633, -4.07820, 1.66222], [4.50412, -1.19536, 2.09665], [3.42653, -0.55389, 1.41370], [2.91620, -0.88687, 0.22694], [3.61175, -1.77381, -0.56125], [1.65372, 0.12330, -0.44102], [5.19310, -0.45376, 2.52045], [5.11563, -1.82249, 1.39227], [4.15140, -1.84109, 2.94377], [3.05847, 0.31071, 1.84991], [4.17366, -2.47329, -0.11344], [3.10705, -2.02928, -1.42876]],
  "fmax_ha_per_bohr": 0.083,
  "homo_lumo_gap_ev": 5.1,
  "charge": 1
}

4.
{
  "formula": "C11H20NS",
  "method": "ωB97M-V/def2-TZVPD",
  "symbols": ["C", "C", "C", "C", "C", "C", "C", "C", "C", "C", "N", "S", "C", "H", "H", "H", "H", "H", "H", "H", "H", "H", "H", "H", "H", "H", "H", "H", "H", "H", "H", "H", "H"],
  "positions_angstrom": [[2.37427, 2.13779, 1.20193], [2.67434, 1.86130, -0.34028], [2.38598, 0.54078, -1.07219], [0.94053, 0.44107, -1.15732], [0.21490, 1.11314, -2.03771], [-1.25648, 0.81048, -1.80423], [-1.23645, 0.09932, -0.54816], [-2.39822, -0.44687, 0.13897], [-2.58769, -1.99548, 0.02564], [-2.72457, 0.20376, 1.53605], [0.03222, -0.16475, -0.24936], [0.30391, -1.12201, 1.10351], [1.07236, -2.73082, 0.66606], [2.73280, 3.13106, 1.42782], [2.77591, 1.23306, 1.78744], [1.34792, 2.23336, 1.24683], [2.17821, 2.60525, -1.08792], [3.75468, 2.18442, -0.29819], [2.65597, 0.55336, -2.14076], [2.88218, -0.38051, -0.61983], [0.76901, 1.62120, -2.80913], [-1.90029, 1.74023, -2.15142], [-1.67034, 0.08725, -2.55597], [-3.32077, -0.26166, -0.56814], [-2.26519, -2.35123, -0.85761], [-3.61400, -2.39910, 0.10907], [-1.97835, -2.40338, 0.79149], [-2.94312, 1.28656, 1.52498], [-1.71036, 0.12466, 2.10111], [-3.48458, -0.35290, 1.87092], [2.14947, -2.54948, 0.87565], [0.85196, -2.88220, -0.35326], [0.70428, -3.46891, 1.41065]],
  "fmax_ha_per_bohr": 0.116,
  "smiles": "CCCC1=CCC(C(C)C)=[N+]1SC",
  "homo_lumo_gap_ev": 8.7,
  "relative_energy_ev": 1.6542,
  "charge": 1
}

5.
{
  "formula": "C3H6NO4S",
  "method": "ωB97M-V/def2-TZVPD",
  "symbols": ["C", "C", "C", "N", "O", "O", "O", "O", "S", "H", "H", "H", "H", "H", "H"],
  "positions_angstrom": [[-0.65895, 0.56266, -0.02253], [0.34296, -0.49898, -0.55134], [1.48340, -0.60464, 0.35309], [2.47584, -1.50571, 0.03827], [2.06523, 1.78119, -1.21435], [3.24453, -1.95129, 0.83230], [2.50155, -1.91233, -1.16436], [3.79500, 1.19680, 0.46766], [2.39906, 1.42369, 0.18119], [-1.12605, 0.20601, 0.93522], [-0.04212, 1.41383, 0.18136], [-1.47841, 0.66646, -0.73740], [0.59129, -0.27695, -1.55103], [-0.10641, -1.41728, -0.21805], [1.17722, -0.54117, 1.37957]],
  "fmax_ha_per_bohr": 0.072,
  "homo_lumo_gap_ev": 7.4,
  "relative_energy_ev": 3.3328,
  "charge": -1
}

6.
{
  "formula": "CBrClF2O",
  "method": "ωB97M-V/def2-TZVPD",
  "symbols": ["O", "C", "F", "Br", "F", "Cl"],
  "positions_angstrom": [[-0.15752, -1.05079, 0.96758], [-1.00238, -0.67490, 0.29183], [-2.01188, -1.34305, -0.17021], [-1.10108, 1.14496, -0.28108], [1.86764, 1.56466, -0.95096], [2.40523, 0.35912, 0.14284]],
  "fmax_ha_per_bohr": 0.056,
  "smiles": "O=C(F)Br.FCl",
  "homo_lumo_gap_ev": 9.7,
  "relative_energy_ev": 0.1730
}